{"formula": "C4H12N2O2", "method": "ωB97M-V with the def2-TZVPD basis set", "species": ["C", "C", "N", "C", "O", "C", "N", "O", "H", "H", "H", "H", "H", "H", "H", "H", "H", "H", "H", "H"], "xyz": [[-1.0312, -0.0079, -1.7772], [-1.2031, -0.7749, -0.4810], [-0.2384, 0.0957, 0.6678], [-0.6270, 1.4745, 0.9748], [-0.8948, -0.7923, 1.5506], [1.2283, -0.1245, 0.7998], [1.5328, -1.4345, 0.3111], [1.9590, 0.9125, 0.1885], [-1.7556, -0.4010, -2.4955], [-1.2378, 1.0603, -1.6712], [-0.0349, -0.1183, -2.1943], [-0.7293, -1.7474, -0.5058], [-2.2478, -0.8377, -0.1918], [-0.0421, 2.1890, 0.3967], [-1.6790, 1.5896, 0.7300], [-0.4741, 1.6400, 2.0447], [1.4182, -0.0508, 1.8797], [1.9756, -1.9724, 1.0557], [2.1101, -1.4509, -0.5214], [1.9709, 0.7512, -0.7610]], "forces_ev_per_a": [[-0.5, -0.2, -0.4], [2.4, 2.3, -1.0], [-3.2, -2.3, -1.0], [-0.1, 0.1, -0.4], [0.8, 0.3, 2.5], [0.1, -0.1, -0.4], [0.5, -0.3, 0.6], [-0.1, -0.3, -0.1], [0.1, 0.0, -0.2], [-0.1, -0.1, 0.1], [0.2, -0.1, -0.1], [0.0, 0.1, 0.2], [0.4, 0.4, 0.6], [0.0, 0.0, 0.0], [-0.1, 0.0, 0.2], [0.0, -0.1, -0.1], [-0.3, 0.0, -0.3], [-0.2, 0.0, -0.6], [0.0, 0.2, 0.2], [0.0, 0.1, -0.1]], "energy_ev": -11413.636, "lumo_energy_ha": 0.022, "e_homo_ev": -7.4384, "orbital_gap_ev": 8.02, "charge": 0}